30
Properties=species:S:1:pos:R:3 method="wB97M-V/def2-TZVPD" de_lowest_ev=0.351 total_charge=+3 s_squared=2.056 orbital_gap_ev="3.7185 / 3.8738" multiplicity=3
V 0.0146 0.2861 -2.9618
O 0.0680 3.4117 -2.5098
C 0.0460 2.2602 -2.6346
C 0.0744 -1.5197 -2.5252
O 0.1032 -2.6929 -2.5842
C 1.9493 0.3496 -2.8918
O 3.1371 0.3928 -2.9317
C -1.8298 0.3719 -2.3579
O -3.0210 0.3830 -2.3486
H -0.4081 0.5159 -5.8724
H -0.4109 -0.2267 -5.7562
O 0.5075 0.6318 -0.9627
C 0.4357 0.0640 0.1615
C 1.3095 0.5174 1.3100
C 0.5355 1.1867 2.4260
C -0.1030 0.1592 3.3674
C -1.1400 -0.7503 2.7257
C -0.6027 -1.6642 1.6357
N -0.4412 -0.9453 0.3712
H 1.8903 -0.3411 1.6843
H 2.0147 1.2308 0.8890
H 1.2122 1.8336 3.0029
H -0.2364 1.8505 2.0190
H 0.7060 -0.4543 3.7838
H -0.5730 0.6971 4.1985
H -1.5785 -1.3840 3.5028
H -1.9509 -0.1422 2.3095
H 0.3698 -2.0938 1.9232
H -1.2940 -2.5095 1.4729
H -0.7844 -1.4183 -0.4464

***

22
Properties=species:S:1:pos:R:3 method="wB97M-V/def2-TZVPD" de_lowest_ev=2.658 total_charge=+1 orbital_gap_ev=10.7600
C 0.7322 1.0940 -0.1465
C 1.7725 -1.3125 0.0050
C -0.7331 -0.8709 -0.1621
C 0.9243 2.3633 -0.1510
C -1.9766 0.5975 0.1939
C 3.1745 0.4764 -0.0541
C -3.0921 -1.8014 -0.0327
N 1.7636 0.0267 -0.1062
N -2.0757 -0.8257 0.0810
N -0.5695 0.4499 -0.1722
O 2.4845 -2.1907 0.1943
O 0.1472 -1.7586 -0.2071
H 0.1531 3.1407 -0.1914
H 1.8672 2.8495 -0.0729
H -2.6584 1.1543 -0.4819
H -2.0732 0.9913 1.2007
H 3.1802 0.8357 0.9516
H 3.8066 -0.4118 0.0162
H 3.3549 1.4188 -0.6403
H -3.5603 -1.8214 -1.0103
H -2.7743 -2.8927 0.1123
H -3.8477 -1.5124 0.6738

***

35
Properties=species:S:1:pos:R:3 method="wB97M-V/def2-TZVPD" de_lowest_ev=0.257 total_charge=+1 orbital_gap_ev=9.5894
C -1.7337 -1.1458 -0.7142
N -1.6382 -0.8592 0.7030
C -2.2354 0.3798 1.1933
C -1.2640 1.5400 1.4073
O -1.0692 2.3392 0.2178
C -0.9764 -0.2038 -1.6521
N 0.4992 -0.4451 -1.6068
C 0.9935 -1.3000 -2.7078
H -1.3855 -2.1763 -0.8567
H -2.7823 -1.1147 -1.0102
H -0.6974 -0.9771 1.0446
H -3.0369 0.6861 0.5111
H -2.7142 0.1711 2.1531
H -1.6210 2.1677 2.2241
H -0.2751 1.1603 1.6689
H -1.6932 3.0639 0.1672
H -1.1605 0.8284 -1.3643
H -1.3183 -0.3272 -2.6802
H 0.9755 0.4557 -1.6165
H 0.7929 -0.8971 -0.6939
H 0.8766 -0.7920 -3.6530
H 0.4317 -2.2229 -2.7149
H 2.0418 -1.5041 -2.5571
H 3.6607 1.3675 1.3020
H 2.6252 1.4468 0.1338
O 3.1529 0.8409 0.6802
H -0.3312 -2.4797 3.1689
H 0.8034 -1.8416 3.9712
O 0.3490 -1.8008 3.1189
H 2.3076 -0.7129 0.8386
H 1.2588 -1.6713 1.5215
O 1.6273 -1.3993 0.6633
H 0.5548 2.3400 -0.4458
H 1.6154 2.9410 -1.4419
O 1.3662 2.1426 -0.9734

***

12
Properties=species:S:1:pos:R:3 method="wB97M-V/def2-TZVPD" de_lowest_ev=2.642 orbital_gap_ev=10.6803 smiles=O[C@H]1C[C@H]2O[C@@H]12
O -0.0677 1.7511 -0.8971
C -0.1105 0.8043 0.1329
C -1.0659 -0.3833 -0.1530
C 0.1059 -1.3182 0.1466
O 1.0957 -1.0404 -0.8335
C 1.0389 -0.1999 0.3102
H 0.6066 2.4112 -0.6786
H -0.3374 1.2578 1.1112
H -1.9181 -0.4440 0.5278
H -1.3992 -0.4281 -1.1923
H 0.1129 -2.2981 0.6130
H 1.9390 -0.1123 0.9129

***

Please write out number 4 again, unchanged.
12
Properties=species:S:1:pos:R:3 method="wB97M-V/def2-TZVPD" de_lowest_ev=2.642 orbital_gap_ev=10.6803 smiles=O[C@H]1C[C@H]2O[C@@H]12
O -0.0677 1.7511 -0.8971
C -0.1105 0.8043 0.1329
C -1.0659 -0.3833 -0.1530
C 0.1059 -1.3182 0.1466
O 1.0957 -1.0404 -0.8335
C 1.0389 -0.1999 0.3102
H 0.6066 2.4112 -0.6786
H -0.3374 1.2578 1.1112
H -1.9181 -0.4440 0.5278
H -1.3992 -0.4281 -1.1923
H 0.1129 -2.2981 0.6130
H 1.9390 -0.1123 0.9129